[1]
This record from OMol25 describes the molecule C7H14N2 in a non-equilibrium geometry. The level of theory is ωB97M-V with the def2-TZVPD basis set.

Geometry (Å):
C1 -1.942 -0.189 1.076
C2 1.112 -1.072 1.747
C3 -1.376 1.225 -1.927
C4 -0.668 0.140 0.345
C5 0.675 0.082 0.892
C6 -0.491 0.460 -0.986
N1 1.335 1.304 1.211
N2 1.054 -1.403 -1.559
C7 0.830 -0.022 -1.304
H1 2.347 1.239 1.182
H2 1.029 2.068 0.620
H3 0.530 -2.033 -0.964
H4 2.034 -1.673 -1.535
H5 1.502 0.600 -1.906
H6 -1.966 0.256 2.075
H7 -2.083 -1.269 1.197
H8 -2.803 0.185 0.516
H9 1.676 -0.766 2.632
H10 0.265 -1.675 2.082
H11 1.745 -1.748 1.153
H12 -2.103 1.840 -1.390
H13 -1.928 0.562 -2.601
H14 -0.775 1.890 -2.557

- structure (SMILES) = CC(=C/N)/C(C)=C(/C)N
- HOMO level (eV) = -6.4
- total energy (a.u.) = -384.52411
- molecular weight (g/mol) = 126.2
- energy above the lowest of the compared OMol25 structures with the same formula, charge and spin (kcal per mole) = 67.6
- LUMO (eV) = 0.92

[2]
This record from OMol25 describes the molecule C7H14N2 in a non-equilibrium geometry. The level of theory is ωB97M-V with the def2-TZVPD basis set.

Geometry (Å):
C1 0.000 -0.218 1.376
C2 -1.042 1.734 -0.567
C3 -0.806 -1.615 -0.789
C4 1.641 -0.980 -0.689
C5 0.389 1.888 -0.266
C6 0.205 -0.526 -0.460
N1 -1.355 -0.325 1.837
C7 -0.079 0.764 -1.141
N2 1.260 2.332 0.550
H1 2.045 2.754 0.048
H2 -1.715 -1.271 1.842
H3 -1.511 0.130 2.728
H4 0.532 0.575 1.896
H5 0.554 -1.102 1.698
H6 -1.454 2.487 -1.228
H7 -1.706 1.508 0.259
H8 0.189 0.838 -2.190
H9 -0.713 -1.922 -1.839
H10 -0.642 -2.505 -0.173
H11 1.865 -1.091 -1.757
H12 1.832 -1.946 -0.211
H13 2.345 -0.241 -0.289
H14 -1.832 -1.270 -0.636

- structure (SMILES) = [H]/N=C1/C[C@@H]1C(C)(C)CN
- HOMO level (eV) = -7.8
- total energy (a.u.) = -384.47955
- molecular weight (g/mol) = 126.2
- energy above the lowest of the compared OMol25 structures with the same formula, charge and spin (kcal per mole) = 95.6
- LUMO (eV) = 0.90

[3]
This record from OMol25 describes the molecule C7H14N2 in a non-equilibrium geometry. The level of theory is ωB97M-V with the def2-TZVPD basis set.

Geometry (Å):
C1 -0.819 -0.144 -0.018
C2 -0.427 0.295 -1.413
C3 -1.118 -1.616 0.133
C4 -1.861 0.744 0.616
C5 1.768 -0.864 0.677
C6 0.743 0.242 0.770
C7 0.676 1.314 -1.093
N1 0.682 1.068 1.726
N2 1.850 1.347 -1.634
H1 1.434 0.963 2.408
H2 1.966 0.666 -2.384
H3 -1.251 0.765 -1.953
H4 -0.001 -0.531 -1.990
H5 0.284 2.230 -0.656
H6 -1.188 -1.883 1.188
H7 -0.371 -2.245 -0.344
H8 -2.081 -1.834 -0.334
H9 -1.534 1.782 0.614
H10 -2.796 0.675 0.055
H11 -2.042 0.449 1.646
H12 1.819 -1.277 -0.329
H13 2.750 -0.479 0.943
H14 1.517 -1.665 1.374

- structure (SMILES) = [H]/N=C\CC(C)(C)/C(C)=N/[H]
- HOMO level (eV) = -9.1
- total energy (a.u.) = -384.54563
- molecular weight (g/mol) = 126.2
- energy above the lowest of the compared OMol25 structures with the same formula, charge and spin (kcal per mole) = 54.1
- LUMO (eV) = 0.53

[4]
This record from OMol25 describes a cluster of 2 separate species, C7H14N2 in total in a non-equilibrium geometry. The level of theory is ωB97M-V with the def2-TZVPD basis set.

Geometry (Å):
C1 -0.560 -3.624 0.253
C2 -1.893 -3.020 0.568
H1 -0.138 -3.390 -0.824
H2 0.042 -3.087 1.012
H3 -0.405 -4.693 0.411
H4 -1.895 -1.986 0.837
H5 -2.491 -3.607 1.293
H6 -2.579 -3.056 -0.355
C3 1.868 2.208 0.586
C4 0.805 2.935 1.553
C5 1.045 1.564 -0.476
C6 0.163 0.497 -0.485
C7 0.057 1.598 -2.381
N1 0.954 2.217 -1.674
N2 -0.529 0.552 -1.669
H7 2.666 2.851 0.125
H8 2.249 1.327 1.091
H9 0.059 2.247 1.885
H10 0.350 -0.320 0.217
H11 -0.269 1.702 -3.412
H12 -1.342 0.040 -1.937
H13 0.432 3.809 0.988
H14 1.409 3.235 2.397

- structure (SMILES) = CCc1c[nH]cn1.CC
- HOMO level (eV) = -8.3
- total energy (a.u.) = -384.58358
- molecular weight (g/mol) = 126.2
- energy above the lowest of the compared OMol25 structures with the same formula, charge and spin (kcal per mole) = 30.3
- LUMO (eV) = 0.81

[5]
This record from OMol25 describes the molecule C7H14N2 in a non-equilibrium geometry. The level of theory is ωB97M-V with the def2-TZVPD basis set.

Geometry (Å):
C1 -3.080 -0.926 0.458
C2 -1.087 0.172 -0.798
C3 -1.668 1.460 -0.082
C4 0.389 0.042 -0.627
C5 1.253 0.657 0.307
C6 2.439 -0.037 0.675
C7 3.529 0.108 -0.424
H1 -3.324 -1.987 0.797
H2 -2.906 -0.366 1.395
H3 -3.989 -0.643 0.047
H4 -1.565 -1.782 -0.639
H5 -1.284 0.220 -1.890
H6 -1.756 1.439 1.036
H7 -2.592 1.695 -0.450
H8 -0.952 2.250 -0.040
H9 0.844 -0.838 -1.172
H10 0.986 1.482 1.024
H11 2.844 0.252 1.722
H12 3.223 0.674 -1.288
H13 4.538 0.022 -0.043
H14 3.213 -1.828 0.488
N1 -1.882 -0.914 -0.343
N2 2.828 -1.152 -0.153

- structure (SMILES) = CN[C@@H](C)/C=C/[C@@H]1CN1
- HOMO level (eV) = -7.9
- total energy (a.u.) = -384.47216
- molecular weight (g/mol) = 126.2
- energy above the lowest of the compared OMol25 structures with the same formula, charge and spin (kcal per mole) = 100.2
- LUMO (eV) = 1.05

[6]
This record from OMol25 describes a cluster of 2 separate species, C7H14N2 in total in a non-equilibrium geometry. The level of theory is ωB97M-V with the def2-TZVPD basis set.

Geometry (Å):
C1 0.870 -1.186 0.839
C2 0.675 -2.315 -0.171
C3 1.984 -0.234 0.404
C4 -0.418 -0.468 1.135
N1 -0.422 0.662 1.710
H1 1.168 -1.640 1.796
H2 -1.345 0.990 1.988
H3 -1.320 -1.078 0.992
H4 0.443 -1.917 -1.156
H5 -0.129 -2.983 0.136
H6 1.589 -2.897 -0.265
H7 2.937 -0.755 0.387
H8 1.786 0.152 -0.591
H9 2.045 0.601 1.096
C5 -1.150 0.666 -1.324
C6 0.098 2.475 -0.542
C7 -2.438 0.950 -1.113
N2 -0.153 1.619 -1.424
H10 -0.852 -0.300 -1.714
H11 -0.311 2.347 0.524
H12 0.891 3.186 -0.733
H13 -3.202 0.197 -1.196
H14 -2.746 1.928 -0.781

- structure (SMILES) = [H]/N=C/C(C)C.C=CN=C
- HOMO level (eV) = -8.7
- total energy (a.u.) = -384.54507
- molecular weight (g/mol) = 126.2
- energy above the lowest of the compared OMol25 structures with the same formula, charge and spin (kcal per mole) = 54.5
- LUMO (eV) = 0.89

[7]
This record from OMol25 describes the molecule C7H14N2O in a non-equilibrium geometry. The level of theory is ωB97M-V with the def2-TZVPD basis set.

Geometry (Å):
C1 0.195 2.196 1.206
C2 -0.100 0.567 -0.761
C3 -1.337 -0.027 -0.204
C4 -0.989 -1.247 0.765
C5 -0.210 -2.299 0.103
C6 1.117 -1.706 -0.535
C7 1.231 -0.194 -0.253
H1 -0.247 3.141 1.522
H2 -0.392 1.225 1.704
H3 1.270 2.020 1.475
H4 -0.124 0.522 -1.757
H5 -1.903 0.916 0.194
H6 -1.999 -0.410 -0.907
H7 -0.495 -0.774 1.605
H8 -1.887 -1.734 1.247
H9 -0.834 -2.874 -0.579
H10 0.036 -3.007 0.902
H11 1.222 -1.982 -1.609
H12 2.052 -2.191 -0.312
H13 1.426 0.100 0.721
H14 2.112 0.103 -0.854
N1 0.063 1.941 -0.297
N2 -0.107 2.952 -1.064
O1 -0.098 2.762 -2.313

- structure (SMILES) = CN(N=O)C1CCCCC1
- HOMO level (eV) = -8.8
- total energy (a.u.) = -459.73039
- molecular weight (g/mol) = 142.2
- energy above the lowest of the compared OMol25 structures with the same formula, charge and spin (kcal per mole) = 93.2
- LUMO (eV) = 0.75

[8]
This record from OMol25 describes the molecule C7H14N2O3 in a non-equilibrium geometry. The level of theory is ωB97M-V with the def2-TZVPD basis set.

Geometry (Å):
C1 -0.708 -1.582 -1.356
C2 -0.896 -1.665 0.128
C3 0.101 0.724 0.727
C4 -0.749 1.804 -0.051
C5 1.524 0.686 0.153
C6 2.304 -0.423 0.839
C7 2.157 1.995 0.589
H1 -0.260 -2.933 -2.710
H2 -0.143 -3.463 -1.066
H3 -1.570 -1.359 -1.970
H4 -0.056 -0.666 -1.417
H5 -1.285 -0.579 1.624
H6 0.110 1.037 1.760
H7 1.601 0.389 -0.915
H8 2.235 -0.383 1.953
H9 3.406 -0.325 0.589
H10 1.966 -1.468 0.587
H11 3.099 2.453 0.207
H12 1.517 2.894 0.564
H13 2.408 2.109 1.695
H14 -2.534 2.037 -0.658
N1 0.052 -2.751 -1.828
N2 -0.703 -0.444 0.801
O1 -1.147 -2.676 0.752
O2 -0.518 3.033 0.009
O3 -1.877 1.318 -0.664

- structure (SMILES) = CC(C)[C@H](NC(=O)CN)C(=O)O
- HOMO level (eV) = -9.4
- total energy (a.u.) = -610.32106
- molecular weight (g/mol) = 174.2
- energy above the lowest of the compared OMol25 structures with the same formula, charge and spin (kcal per mole) = 53.0
- LUMO (eV) = 0.48

[9]
This record from OMol25 describes the molecule C7H14N2S in a non-equilibrium geometry. The level of theory is ωB97M-V with the def2-TZVPD basis set.

Geometry (Å):
C1 1.838 0.008 -0.469
C2 -0.155 -1.138 -0.713
C3 -0.827 0.257 -0.141
C4 -2.313 0.061 -0.439
C5 -0.722 0.177 1.395
C6 1.975 -2.178 0.268
C7 0.035 2.509 -0.293
N1 1.178 -1.105 -0.321
N2 -0.232 1.272 -0.844
S1 3.087 0.951 -0.455
H1 -0.701 -2.086 -0.519
H2 -0.143 -0.997 -1.780
H3 -2.808 0.991 0.082
H4 -2.731 -0.947 -0.128
H5 -2.200 0.153 -1.460
H6 -1.036 1.117 1.876
H7 0.315 0.019 1.890
H8 -1.471 -0.580 1.670
H9 1.436 -3.119 0.016
H10 2.901 -2.138 -0.293
H11 2.152 -2.096 1.358
H12 1.028 2.807 -0.625
H13 -0.561 3.381 -0.768
H14 -0.042 2.680 0.692

- HOMO level (alpha / beta) (eV) = -6.9 / -7.6
- total energy (a.u.) = -782.64269
- molecular weight (g/mol) = 158.3
- energy above the lowest of the compared OMol25 structures with the same formula, charge and spin (kcal per mole) = 118.3
- LUMO (alpha / beta) (eV) = 0.07 / 0.30

[10]
This record from OMol25 describes a cluster of 2 separate species, C7H14N3 in total in a non-equilibrium geometry. The level of theory is ωB97M-V with the def2-TZVPD basis set.

Geometry (Å):
C1 2.972 1.014 -0.578
C2 3.183 -0.215 -0.047
C3 1.065 0.409 0.469
C4 4.369 -1.104 -0.091
C5 -4.173 -0.538 -0.415
C6 -2.707 -0.783 -0.074
C7 -1.954 0.378 0.399
N1 2.005 -0.554 0.579
N2 1.683 1.365 -0.256
N3 -2.512 1.511 0.640
H1 3.618 1.644 -1.153
H2 4.592 -1.504 0.897
H3 4.196 -1.943 -0.766
H4 5.232 -0.548 -0.449
H5 -4.638 -1.464 -0.732
H6 -4.725 -0.169 0.443
H7 -4.264 0.171 -1.236
H8 -2.616 -1.547 0.712
H9 -2.169 -1.210 -0.928
H10 -0.793 0.317 0.510
H11 1.869 -1.416 1.081
H12 1.267 2.244 -0.515
H13 -3.516 1.642 0.515
H14 -1.982 2.300 0.993

- HOMO level (eV) = -11.8
- total energy (a.u.) = -439.12787
- molecular weight (g/mol) = 140.2
- energy above the lowest of the compared OMol25 structures with the same formula, charge and spin (kcal per mole) = 37.9
- LUMO (eV) = -3.51
- total charge = +1

[11]
This record from OMol25 describes the ion C7H14N3 with charge +1 in a non-equilibrium geometry. The level of theory is ωB97M-V with the def2-TZVPD basis set.

Geometry (Å):
C1 -0.712 1.471 -0.147
C2 0.650 1.163 0.067
C3 0.992 -0.069 0.415
C4 1.571 2.369 0.247
C5 -2.944 0.652 -0.078
C6 -1.599 -1.797 0.478
C7 2.904 -1.177 -0.643
N1 -1.517 0.455 -0.043
N2 -0.893 -0.677 -0.044
N3 1.963 -0.917 0.482
H1 -1.130 2.525 -0.278
H2 1.246 3.118 1.047
H3 2.631 2.215 0.587
H4 1.475 2.763 -0.776
H5 -3.250 1.512 -0.607
H6 -3.328 -0.056 -0.765
H7 -3.247 0.597 1.023
H8 -1.116 -2.467 1.159
H9 -2.524 -1.526 1.019
H10 -1.763 -2.607 -0.420
H11 3.812 -0.724 -0.373
H12 2.971 -2.215 -0.858
H13 2.358 -0.851 -1.421
H14 1.824 -1.501 1.284

- HOMO level (eV) = -12.5
- total energy (a.u.) = -438.99471
- molecular weight (g/mol) = 140.2
- energy above the lowest of the compared OMol25 structures with the same formula, charge and spin (kcal per mole) = 121.4
- LUMO (eV) = -3.44
- total charge = +1